Version P
The following is a DFT calculation (ωB97M-V/def2-TZVPD) of the ion C5H13NS with charge +1.

Each line ends with the Löwdin spin population.
Element x y z (Å)
C 1.5109 -0.1045 -0.8943  0.0592
N 0.6905 0.4827 0.1895  0.5866
C -0.2724 -0.3845 0.7809  0.0740
C -1.5355 -0.4241 -0.1611  0.0751
S -2.2572 -2.0717 -0.1558  0.1167
C -0.6124 0.1260 2.1729  0.0165
C 1.6146 0.8953 -2.0088  0.0054
H 2.4319 -0.3148 -0.3018  0.0282
H 1.0275 -0.9871 -1.2768  0.0125
H 0.4419 1.4500 -0.0227  0.0147
H 0.1310 -1.3838 0.9605  0.0032
H -2.2672 0.3394 0.0517  0.0017
H -1.1912 -0.3593 -1.1949  -0.0012
H -2.9983 -1.9955 1.0102  0.0044
H 0.3508 0.3136 2.6798  0.0003
H -1.1090 1.0974 2.3368  0.0002
H -1.2229 -0.3322 2.9574  0.0017
H 0.8475 0.9494 -2.7857  0.0000
H 1.9048 1.9191 -1.6832  0.0008
H 2.5146 0.7845 -2.6547  0.0001

Its LUMO energy (spin up / spin down) is -0.09923 / -0.28349 hartree. The HOMO energy (spin up / spin down) comes out at -13.58 / -13.32 eV. As for the spin multiplicity: 2. As for the total charge: +1. For the HOMO-LUMO gap (spin up / spin down), the calculation gives 10.88 / 5.60 eV. Its expectation value of S² is 0.756.

Version Q
The following is a DFT calculation (ωB97M-V/def2-TZVPD) of a cluster of 2 separate species, C5H13NS in total.

Each line ends with the Löwdin spin population.
Element x y z (Å)
C -0.2130 2.4961 0.8694  0.0033
C -1.5450 2.5971 0.7461  0.0119
N 0.4120 1.4115 1.5371  -0.0023
H 0.4670 3.2322 0.4350  -0.0003
H -1.9920 3.4081 0.1567  0.0005
H -2.2694 1.9497 1.2323  0.0005
H -0.2377 0.8295 2.0853  -0.0001
H 0.9257 0.4894 0.4346  0.0205
H 1.2064 1.7487 2.1002  -0.0001
C -0.8408 -1.6811 -0.2181  0.0003
C 0.0560 -1.8365 -1.4326  0.0183
C 1.5147 -1.6275 -1.1409  0.0889
S 1.9872 0.0615 -0.6276  0.8227
H -0.4487 -2.3853 0.5331  0.0002
H -1.8731 -1.9448 -0.4312  0.0001
H -0.8437 -0.6384 0.0836  0.0000
H -0.0288 -2.7952 -1.8609  0.0011
H -0.2043 -1.1291 -2.2224  0.0014
H 2.1281 -1.9537 -1.9986  0.0018
H 1.7993 -2.2321 -0.2811  0.0314

Its LUMO energy (spin up / spin down) is -0.09997 / -0.27613 hartree. The HOMO energy (spin up / spin down) comes out at -13.34 / -13.28 eV. As for the spin multiplicity: 2. As for the total charge: +1. For the HOMO-LUMO gap (spin up / spin down), the calculation gives 10.62 / 5.76 eV. Its expectation value of S² is 0.753.

Top of the stability list: version Q, leading by 0.0059 hartree.

Version P
The following is a DFT calculation (ωB97M-V/def2-TZVPD) of the molecule C13H17N.

Each line ends with the natural charge from an NBO analysis.
Element x y z (Å)
C -0.0450 2.6104 0.3923  -0.5051
C -0.4247 1.4910 -0.1209  0.1134
C -0.9456 0.4206 -0.6877  -0.1088
C 0.0032 -0.7854 -0.9961  -0.4345
C 1.4026 -0.6479 -0.4501  -0.0128
C 1.6544 -0.9130 0.8908  -0.2039
C 2.9101 -0.6593 1.4780  -0.2111
C 3.8984 -0.1174 0.6892  -0.2171
C 3.6713 0.1023 -0.6755  -0.2124
C 2.4593 -0.1585 -1.2574  -0.1989
C -2.4700 0.3188 -1.0280  -0.2245
N -3.3770 -0.2580 -0.0337  -0.4253
C -3.2327 -1.6835 0.1825  -0.4130
C -3.3510 0.4591 1.2245  -0.4128
H -0.1858 3.5728 -0.1245  0.2169
H 0.5210 2.7617 1.3062  0.2260
H 0.0472 -0.8888 -2.0928  0.2119
H -0.3940 -1.6600 -0.5695  0.2205
H 0.8480 -1.3257 1.5037  0.2067
H 3.0587 -0.8007 2.5239  0.2133
H 4.8735 0.1627 1.1483  0.2140
H 4.4526 0.4605 -1.3211  0.2109
H 2.2717 0.0125 -2.3110  0.2104
H -2.5931 -0.1453 -1.9962  0.2063
H -2.7372 1.3558 -1.1221  0.2056
H -4.0145 -2.0667 0.8244  0.1995
H -3.3001 -2.1067 -0.8130  0.2008
H -2.3089 -2.0043 0.7320  0.1572
H -4.2109 0.1308 1.8109  0.1962
H -3.4286 1.5197 1.0619  0.2034
H -2.4420 0.2041 1.8244  0.1674

Its LUMO energy is 0.03338 hartree. The HOMO energy comes out at -8.13 eV. As for the total charge: 0. For the HOMO-LUMO gap, the calculation gives 9.04 eV. Its SMILES is C=C=C(Cc1ccccc1)CN(C)C.

Version Q
The following is a DFT calculation (ωB97M-V/def2-TZVPD) of the molecule C13H17N.

Each line ends with the natural charge from an NBO analysis.
Element x y z (Å)
C -0.3260 -2.9743 2.0175  -0.6134
C -0.8667 -3.1881 0.5762  -0.2346
N -0.5541 -1.9737 -0.1849  -0.6340
C -1.3095 -0.8881 -0.1678  -0.0516
C -1.1615 -0.2760 -1.5706  -0.3784
C -1.0138 1.3428 -1.3460  -0.2520
C -1.7585 1.6078 -0.0061  -0.3761
C -1.1365 0.4691 0.7561  -0.2520
C 0.2837 0.8247 0.4904  -0.0285
C 1.5091 0.4712 1.0644  -0.1926
C 2.6399 0.9223 0.4533  -0.2590
C 2.7714 1.8431 -0.4993  -0.2023
C 1.5065 2.0405 -1.1378  -0.2456
C 0.3482 1.4639 -0.7479  0.0409
H -0.3200 -4.1033 2.5121  0.2180
H 0.5869 -2.3086 1.9680  0.2343
H -1.3338 -2.3479 2.5917  0.1832
H -0.4996 -4.1407 0.1760  0.2072
H -1.9388 -3.1079 0.7109  0.1710
H -0.3066 -2.1481 -1.2632  0.3755
H -2.3429 -1.2073 -0.1426  0.1694
H -1.9139 -0.4266 -2.5465  0.2280
H -0.2194 -0.7843 -1.9625  0.1913
H -1.2827 2.0884 -1.9878  0.2167
H -2.8284 1.5501 -0.2651  0.1996
H -1.5698 2.5615 0.3652  0.2183
H -1.4580 0.2015 1.6666  0.2177
H 1.5621 -0.1899 2.0708  0.2158
H 3.6285 1.0124 0.9399  0.2095
H 3.6487 2.5554 -0.8031  0.2283
H 1.5489 2.6579 -2.0298  0.1957

Its LUMO energy is 0.03562 hartree. The HOMO energy comes out at -8.25 eV. As for the total charge: 0. For the HOMO-LUMO gap, the calculation gives 9.22 eV. Its SMILES is CCN[C@@H]1C[C@H]2C[C@@H]1c1ccccc12.

Top of the stability list: version P, leading by 0.0963 hartree.